{
  "formula": "C53H98F9N4O7",
  "method": "ωB97M-V/def2-TZVPD",
  "species": ["C", "C", "C", "C", "C", "C", "C", "C", "C", "C", "C", "C", "C", "C", "F", "F", "C", "F", "F", "C", "F", "F", "C", "F", "F", "F", "N", "C", "N", "C", "C", "C", "C", "C", "C", "C", "C", "C", "N", "C", "C", "C", "C", "C", "N", "H", "H", "H", "H", "H", "H", "H", "H", "H", "H", "H", "H", "H", "H", "H", "H", "H", "H", "H", "H", "H", "H", "H", "H", "H", "H", "H", "H", "H", "H", "H", "H", "H", "H", "H", "H", "H", "H", "H", "H", "H", "H", "C", "C", "C", "O", "H", "H", "H", "H", "H", "H", "H", "H", "C", "C", "C", "O", "H", "H", "H", "H", "H", "H", "H", "H", "C", "C", "C", "O", "H", "H", "H", "H", "H", "H", "H", "H", "C", "C", "C", "O", "H", "H", "H", "H", "H", "H", "H", "H", "C", "C", "C", "O", "H", "H", "H", "H", "H", "H", "H", "H", "C", "C", "C", "O", "H", "H", "H", "H", "H", "H", "H", "H", "C", "C", "C", "O", "H", "H", "H", "H", "H", "H", "H", "H"],
  "coordinates": [[1.291, -0.071, 1.412], [2.064, 0.353, -0.011], [1.067, 0.070, -1.309], [-0.140, 1.163, -1.229], [-0.236, 2.227, -2.505], [-1.887, 2.459, -2.649], [-2.356, 3.507, -3.791], [-2.024, 3.402, -5.412], [-2.533, 4.457, -6.559], [-3.424, 5.766, -6.131], [-3.765, 5.935, -4.528], [-3.271, 4.841, -3.362], [-3.714, 5.216, -1.829], [0.621, 3.596, -2.279], [0.543, 4.581, -3.413], [2.075, 3.177, -2.285], [0.418, 4.365, -0.851], [1.375, 3.742, 0.140], [-0.957, 4.358, -0.307], [0.896, 5.970, -0.881], [2.215, 6.143, -1.600], [-0.143, 6.791, -1.608], [1.194, 6.567, 0.636], [2.609, 6.256, 1.050], [0.182, 6.214, 1.649], [1.172, 8.069, 0.474], [0.194, 1.645, -3.830], [0.815, 0.280, -3.736], [0.534, -0.705, -4.693], [-0.358, -0.511, -5.897], [-1.956, -0.363, -5.571], [-2.600, -1.567, -4.661], [-3.798, -0.842, -3.746], [-4.897, 0.121, -4.555], [-6.112, 0.951, -3.829], [-6.247, 0.822, -2.186], [-5.186, -0.172, -1.369], [-3.962, -1.013, -2.124], [1.730, -0.125, -2.621], [3.152, 0.223, -2.762], [3.594, 0.500, -4.352], [5.215, 0.555, -4.572], [6.059, 1.354, -3.421], [5.559, 2.885, -3.118], [5.384, 3.072, -1.597], [0.125, 0.017, 1.338], [1.539, -1.215, 1.570], [1.699, 0.560, 2.330], [2.491, 1.442, 0.028], [3.016, -0.367, -0.042], [0.573, -0.986, -1.038], [-1.161, 0.542, -1.224], [-0.142, 1.718, -0.174], [-2.295, 1.386, -2.979], [-2.350, 2.628, -1.572], [-1.349, 2.498, -5.794], [-2.269, 4.299, -7.688], [-3.818, 6.586, -6.881], [-4.401, 6.902, -4.237], [-3.475, 4.407, -1.022], [-3.106, 6.191, -1.535], [-4.862, 5.504, -1.724], [0.885, 2.234, -4.342], [1.009, -1.650, -4.587], [-0.241, -1.480, -6.579], [0.041, 0.402, -6.536], [-2.557, -0.333, -6.601], [-2.197, 0.645, -5.026], [-1.832, -2.148, -3.996], [-3.170, -2.292, -5.399], [-4.800, 0.216, -5.733], [-6.839, 1.643, -4.464], [-7.091, 1.436, -1.621], [-5.340, -0.247, -0.209], [-3.247, -1.698, -1.501], [3.809, -0.720, -2.440], [3.581, 1.131, -2.172], [3.166, 1.591, -4.584], [3.178, -0.321, -5.086], [5.643, -0.549, -4.610], [5.528, 1.039, -5.615], [7.219, 1.412, -3.639], [5.951, 0.740, -2.403], [4.537, 3.184, -3.604], [6.355, 3.718, -3.428], [6.231, 2.682, -1.090], [5.419, 4.106, -1.363], [3.557, -2.551, 3.789], [4.537, -2.614, 2.628], [5.915, -3.061, 3.089], [4.636, -1.327, 2.023], [3.890, -1.830, 4.544], [2.573, -2.216, 3.444], [3.447, -3.530, 4.266], [4.161, -3.306, 1.866], [6.331, -2.358, 3.819], [6.613, -3.090, 2.245], [5.875, -4.055, 3.545], [4.969, -0.706, 2.692], [10.437, -3.248, 2.688], [9.678, -3.121, 1.376], [10.521, -2.438, 0.312], [8.487, -2.368, 1.591], [10.708, -2.262, 3.081], [9.813, -3.731, 3.448], [11.351, -3.837, 2.559], [9.378, -4.115, 1.027], [10.795, -1.423, 0.621], [9.957, -2.342, -0.623], [11.437, -3.002, 0.112], [8.743, -1.484, 1.902], [-10.191, -0.984, 0.020], [-8.899, -0.417, 0.586], [-8.974, -0.270, 2.097], [-8.646, 0.857, 0.000], [-11.037, -0.322, 0.234], [-10.127, -1.073, -1.070], [-10.405, -1.972, 0.439], [-8.062, -1.072, 0.321], [-9.777, 0.418, 2.385], [-8.042, 0.151, 2.490], [-9.152, -1.236, 2.580], [-9.384, 1.445, 0.230], [-11.446, 3.150, 5.042], [-11.801, 3.548, 3.618], [-13.300, 3.461, 3.376], [-11.125, 2.687, 2.705], [-11.742, 2.115, 5.246], [-10.363, 3.206, 5.198], [-11.938, 3.804, 5.769], [-11.455, 4.569, 3.424], [-13.661, 2.437, 3.521], [-13.539, 3.738, 2.344], [-13.848, 4.124, 4.053], [-11.426, 1.778, 2.871], [8.504, -7.856, 4.913], [9.795, -7.119, 4.592], [10.835, -7.323, 5.681], [9.522, -5.727, 4.453], [8.064, -7.488, 5.846], [7.760, -7.691, 4.126], [8.678, -8.933, 5.010], [10.191, -7.472, 3.633], [10.478, -6.935, 6.642], [11.754, -6.777, 5.443], [11.079, -8.383, 5.801], [9.169, -5.405, 5.300], [6.142, -11.606, 5.234], [5.193, -10.424, 5.112], [3.882, -10.831, 4.458], [5.810, -9.401, 4.335], [6.391, -12.012, 4.247], [7.086, -11.296, 5.694], [5.702, -12.405, 5.839], [4.995, -10.007, 6.105], [4.051, -11.210, 3.444], [3.214, -9.968, 4.366], [3.375, -11.607, 5.041], [5.990, -9.763, 3.451], [-7.056, 6.132, 2.011], [-7.412, 6.529, 0.587], [-8.910, 6.443, 0.346], [-6.735, 5.669, -0.326], [-7.352, 5.097, 2.215], [-5.974, 6.187, 2.167], [-7.549, 6.786, 2.738], [-7.066, 7.550, 0.393], [-9.272, 5.419, 0.490], [-9.150, 6.720, -0.687], [-9.458, 7.106, 1.022], [-7.036, 4.760, -0.160]],
  "forces_ev_per_angstrom": [[0.3, -0.4, -0.5], [0.8, -0.9, 0.3], [-0.7, -0.7, 3.3], [-0.7, -0.3, -0.1], [-1.5, 0.4, 0.8], [-0.3, -0.6, -0.8], [-1.9, 4.0, -2.5], [-1.5, 2.1, 0.5], [-1.1, 0.9, 4.1], [1.4, -3.0, 3.8], [1.8, -2.6, -1.7], [0.6, -0.2, -3.1], [0.2, 0.8, -0.3], [2.0, 0.0, -1.2], [0.0, -3.1, 3.6], [-3.9, 1.2, 0.0], [0.6, 0.9, 1.9], [-3.3, 1.7, -2.8], [4.4, -0.4, -1.8], [0.6, 1.1, -1.8], [-4.6, -0.8, 2.2], [3.6, -2.9, 2.7], [0.9, 3.0, 1.2], [-5.5, 0.7, -1.1], [3.9, 1.0, -3.6], [0.0, -5.2, 0.8], [1.6, -2.9, 0.5], [0.4, -1.4, -0.6], [0.6, 2.7, 2.4], [-0.8, -0.3, -1.9], [-0.3, 0.3, 0.1], [-1.6, 0.8, 0.0], [-2.8, 1.6, 1.9], [-0.6, 0.0, 3.1], [3.2, -2.6, 2.4], [3.0, -2.0, -2.3], [0.0, 0.8, -3.7], [-2.8, 2.8, -2.5], [-2.4, 1.4, -1.8], [3.7, -0.7, -1.7], [0.1, 0.9, 0.4], [1.2, -0.1, -0.2], [-0.2, 0.1, 0.9], [0.6, 1.1, 0.6], [1.2, 0.4, -0.2], [2.2, 0.0, 0.2], [-0.5, 2.4, -0.1], [-0.9, -1.4, -2.1], [-1.1, -2.0, -0.3], [-2.1, 1.6, -0.1], [0.9, 2.3, -0.6], [2.1, 1.6, -0.3], [0.3, -1.0, -2.5], [1.0, 2.2, 0.7], [1.0, 0.1, -2.5], [-1.7, 2.2, 1.0], [-0.5, 0.2, 2.5], [1.0, -2.0, 1.6], [1.6, -2.5, -0.4], [-0.4, 1.4, -1.8], [-1.2, -2.0, -0.6], [2.5, -0.8, -0.5], [-0.7, -0.4, 0.4], [-0.7, 1.9, 0.2], [0.0, 2.1, 1.6], [-0.9, -1.9, 1.5], [1.6, 0.0, 2.2], [0.7, -1.9, -1.1], [-1.5, 1.2, -1.2], [1.4, 1.2, 1.7], [-0.2, -0.2, 2.8], [1.8, -1.7, 1.6], [2.1, -1.7, -1.2], [0.5, 0.1, -2.5], [-1.5, 1.5, -1.4], [-1.5, 2.0, -0.5], [-1.4, -1.4, -0.8], [0.7, -2.4, 0.1], [0.7, 1.8, 1.5], [-1.0, 2.2, 0.1], [-1.1, -1.0, 2.1], [-2.5, -0.4, 0.1], [0.2, 1.4, -2.1], [1.9, -0.8, 0.8], [-1.6, -2.1, 0.0], [-1.3, 0.5, -1.0], [-0.2, -1.6, -0.5], [-0.4, -0.1, 0.0], [0.3, 0.1, 0.8], [0.1, -0.3, -0.4], [-0.1, 0.4, -0.3], [0.1, -0.1, 0.0], [0.1, -0.1, 0.0], [0.0, 0.1, 0.0], [0.0, 0.2, -0.1], [-0.1, 0.0, 0.0], [-0.3, 0.0, 0.3], [0.0, 0.1, 0.0], [-0.1, -0.3, -0.3], [-0.2, -0.2, 0.3], [0.6, 0.5, 0.2], [0.0, -0.1, -0.4], [-0.1, 0.2, -0.1], [0.1, 0.0, -0.2], [0.2, 0.0, -0.3], [-0.1, 0.1, 0.1], [-0.2, 0.2, 0.1], [0.0, -0.1, 0.1], [0.1, -0.1, 0.1], [-0.1, 0.1, 0.0], [0.0, -0.4, -0.1], [0.0, -0.2, -0.3], [-0.6, 0.1, 0.3], [0.2, -0.1, 0.2], [0.1, 0.4, -0.1], [0.1, 0.0, 0.1], [0.0, 0.0, 0.2], [0.0, 0.1, -0.1], [0.0, 0.2, -0.1], [0.1, -0.1, -0.1], [-0.1, -0.1, -0.1], [0.0, 0.1, 0.0], [0.3, -0.2, 0.0], [0.3, 0.1, 0.2], [-0.4, -0.4, 0.4], [-0.2, 0.2, -0.2], [0.3, -0.2, -0.3], [-0.1, 0.1, -0.1], [-0.2, 0.1, 0.0], [0.1, -0.1, -0.1], [0.1, -0.2, -0.1], [0.1, 0.1, 0.1], [0.1, 0.0, 0.2], [0.0, -0.1, -0.1], [0.0, 0.4, 0.0], [-0.1, -0.1, -0.4], [-0.3, -0.1, 0.7], [0.4, 0.0, -0.1], [-0.1, 0.2, 0.0], [0.1, -0.1, 0.0], [0.2, -0.1, 0.1], [-0.1, 0.1, 0.0], [-0.1, 0.3, 0.0], [-0.1, -0.1, -0.1], [-0.1, -0.1, 0.0], [0.0, 0.1, 0.0], [0.1, -0.2, -0.3], [0.2, -0.1, 0.3], [0.0, -0.4, -0.5], [-0.3, 0.1, 0.1], [0.0, 0.2, -0.1], [-0.2, 0.0, 0.0], [-0.2, 0.0, 0.0], [0.1, 0.1, -0.1], [0.1, 0.1, -0.2], [0.1, -0.1, 0.1], [0.1, -0.1, 0.1], [0.0, 0.1, -0.1], [-0.1, 0.1, 0.4], [0.3, 0.1, 0.2], [-0.4, -0.4, 0.3], [-0.2, 0.2, -0.2], [0.2, -0.2, -0.2], [-0.1, 0.1, -0.1], [-0.2, 0.1, 0.0], [0.1, -0.1, -0.1], [0.1, -0.2, -0.1], [0.1, 0.1, 0.1], [0.1, 0.0, 0.2], [0.0, -0.1, -0.1], [0.1, 0.4, 0.0]],
  "gap_ha": 0.2265,
  "e_lumo_ha": -0.1402,
  "total_energy_ha": -3721.50514,
  "charge": 1,
  "max_force_ha_per_bohr": 0.109
}